<a>
C5H12N2O | ωB97M-V with the def2-TZVPD basis set

## Properties
* HOMO: -9.2931 eV
* frontier orbital gap: 8.64 eV

Last column: Löwdin charge in e.
Geometry (Å):
C 1.4697 -0.7378 0.0006  -0.45
C 0.1076 -0.4954 0.4200  -0.63
C -0.9254 -0.5521 -0.7632  -0.20
C 0.2395 0.7315 0.9150  -0.11
C -0.7881 1.7629 0.5763  0.02
H 2.8698 0.8691 0.3071  0.16
H 2.7712 -0.5092 -1.4737  0.22
H 1.8091 -0.9443 0.9126  0.05
H 1.4500 -1.6733 -0.7998  0.17
H -1.2697 -1.5678 1.0155  0.02
H -0.3729 0.1483 -1.4188  0.11
H -0.8968 -1.5361 -1.3423  0.13
H -2.4791 0.7623 -0.1442  0.02
H -2.7700 -0.3043 -1.3530  0.11
H 1.7290 0.8047 1.7532  0.26
H -0.4879 2.6996 1.2038  0.05
H -1.7703 2.0976 -0.3574  0.19
N 2.1543 0.3331 -0.5909  -0.07
N -2.4193 -0.3353 -0.3000  -0.03
O -0.4208 -1.5534 1.4390  -0.02



<b>
C5H12N2O | ωB97M-V with the def2-TZVPD basis set

## Properties
* HOMO: -7.5216 eV
* frontier orbital gap: 8.37 eV

Last column: Löwdin charge in e.
Geometry (Å):
C -0.5772 -0.7350 -2.0365  -0.10
C 1.5845 -1.6166 -1.3669  -0.12
C 1.6939 -2.7219 -0.6543  -0.07
O -0.4423 0.5686 -1.9904  -0.09
H -0.6768 0.9656 -1.1090  0.03
H 0.6144 -1.4629 -2.1584  0.00
H -1.0026 -1.1535 -1.1027  0.04
H 2.3634 -0.8649 -1.4528  0.06
H 0.8852 -3.4394 -0.5982  0.05
H 2.6080 -2.9946 -0.1345  0.04
C 0.7863 0.7949 1.5834  -0.07
N -2.5928 1.8086 0.5400  0.02
C -0.6202 1.2848 1.5846  -0.20
N -1.2772 1.4282 0.5068  -0.09
H -2.8684 2.3367 1.3650  0.09
H -2.8619 2.2566 -0.3242  0.09
H -1.0677 1.5355 2.5526  0.12
H 1.1054 0.5275 0.5780  0.06
H 0.8846 -0.0749 2.2371  0.08
H 1.4615 1.5568 1.9806  0.08



Tell me which of them is the least stable. Sure, it is <a>.



<a>
C3H8N3O | ωB97M-V with the def2-TZVPD basis set

## Properties
* total charge: +1
* HOMO: -14.5805 eV
* SMILES string: N[C@]1(O)C=C[NH2+]N1
* frontier orbital gap: 10.76 eV

Last column: Löwdin charge in e.
Geometry (Å):
N 1.4249 -0.9549 -0.8532  0.12
C 0.6604 -0.0087 0.0749  -0.58
O 1.4521 0.7278 0.9571  0.09
C -0.2976 -0.8977 0.7741  0.07
C -1.5412 -0.5413 0.5447  0.00
N -1.5626 0.6048 -0.3337  0.06
N -0.1865 0.7853 -0.7513  0.11
H 2.2726 -1.3224 -0.3895  0.10
H 2.0002 -0.3145 -1.3500  0.06
H 2.3739 0.7556 0.8831  0.09
H 0.0776 -1.6516 1.3300  0.11
H -2.3009 -0.8656 1.1613  0.12
H -2.3116 0.4350 -1.1344  0.25
H -2.0926 1.5035 0.0143  0.24
H 0.0313 1.7447 -0.9275  0.16



<b>
C3H8N3O | ωB97M-V with the def2-TZVPD basis set

## Properties
* total charge: +1
* HOMO: -13.5619 eV
* SMILES string: C1C[N@@H+]2O[C@@H]2NN1
* frontier orbital gap: 10.24 eV

Last column: Löwdin charge in e.
Geometry (Å):
C -1.3573 0.1172 -0.0826  -0.19
C -0.3986 1.3059 -0.2278  -0.04
N 0.9489 0.8640 0.2958  0.05
O 1.7554 0.1666 -0.6005  0.15
C 1.2850 -0.5529 0.4413  -0.28
N 0.3440 -1.5051 0.3057  0.07
N -0.7768 -1.1346 -0.4489  -0.04
H -1.6294 0.1425 1.0585  0.16
H -2.1909 0.2976 -0.7304  0.13
H -0.2918 1.2064 -1.2775  0.13
H -0.7557 2.1897 0.3046  0.15
H 1.2902 1.6373 0.9020  0.22
H 2.0981 -0.8418 1.0603  0.18
H 0.5045 -2.4484 0.4352  0.14
H -0.8258 -1.4446 -1.4358  0.16



<c>
C3H8N3O | ωB97M-V with the def2-TZVPD basis set

## Properties
* total charge: +1
* HOMO (spin up / spin down): -13.4144 / -13.4306 eV
* frontier orbital gap (spin up / spin down): 8.47 / 8.51 eV

Last column: Löwdin charge in e.
Geometry (Å):
C 0.2165 0.0283 -0.0761  -0.10
C -1.6704 0.8977 1.2438  -0.01
C 0.0442 -0.4675 -2.4531  -0.04
N 2.3685 -0.5874 1.4910  0.13
N 2.2375 -0.6825 0.3677  0.18
N -0.3352 0.2610 1.1060  0.03
O -0.4696 -0.0959 -1.1941  -0.04
H -2.5088 0.1207 1.0942  0.13
H -2.0275 1.5575 0.5264  0.07
H -1.6692 1.2591 2.2292  0.08
H -0.5235 -1.2161 -2.9500  0.08
H 1.0750 -0.9617 -2.2314  0.12
H 0.1404 0.3759 -3.2461  0.14
H 2.9928 -0.9650 2.1483  0.13
H 0.1294 0.4759 1.9440  0.11



Tell me which of them is the least stable. Sure, it is <c>.



<a>
C4H11N3O | ωB97M-V with the def2-TZVPD basis set

## Properties
* HOMO: -8.9396 eV
* SMILES string: [H]/N=C\N=C.CNOC
* frontier orbital gap: 9.81 eV

Last column: Löwdin charge in e.
Geometry (Å):
H -2.7865 0.1091 0.0589  0.06
N -2.1214 -0.0185 0.8202  0.09
C -1.3069 0.9360 0.9647  -0.37
N -1.2913 2.1315 0.3195  0.02
C -0.9617 2.4062 -0.8553  -0.01
H -0.5791 0.8688 1.7704  0.11
H -0.5373 1.6806 -1.5510  0.07
H -1.0647 3.4276 -1.1916  0.07
C -0.0742 -2.3869 0.4210  -0.13
N 1.0165 -1.4523 0.5040  -0.08
O 0.7797 -0.3237 -0.4331  -0.26
C 2.0095 0.2525 -0.7828  -0.13
H 0.0463 -3.1260 1.2131  0.08
H -0.0456 -2.8701 -0.5573  0.08
H -1.0659 -1.8733 0.5380  0.05
H 0.9944 -1.0002 1.4175  0.10
H 2.4809 0.7442 0.0775  0.08
H 1.8100 0.9955 -1.5540  0.07
H 2.6976 -0.5009 -1.1795  0.08



<b>
C4H11N3O | ωB97M-V with the def2-TZVPD basis set

## Properties
* HOMO: -8.2073 eV
* frontier orbital gap: 9.06 eV

Last column: Löwdin charge in e.
Geometry (Å):
C -1.1185 1.6846 -0.2660  -0.02
C -1.0325 -0.4024 -1.7173  -0.02
C -0.4764 0.3197 -0.4976  -0.63
O 0.9182 0.4066 -0.5223  -0.08
H -0.7889 0.1724 -2.6119  0.09
H -2.2072 1.6178 -0.1841  0.08
H -0.8718 2.3309 -1.1093  0.09
H -0.6937 2.1289 0.6357  0.08
H -0.5709 -1.3873 -1.8177  0.08
H -2.1182 -0.5174 -1.6622  0.08
C 1.1707 -0.2949 0.9208  -0.58
N 1.8963 -1.4443 0.5805  0.12
N -0.5911 -0.5175 0.7473  0.16
N 1.2858 0.3935 2.0003  0.06
H 2.2568 -1.4243 -0.3628  0.09
H 2.5210 -1.7618 1.3074  0.09
H -0.7250 -1.5163 0.6171  0.13
H -1.0687 -0.0976 1.5403  0.13
H 2.2142 0.3095 2.4020  0.03



<c>
C4H11N3O | ωB97M-V with the def2-TZVPD basis set

## Properties
* HOMO: -9.5105 eV
* SMILES string: [H]/N=C(/C)[C@@H](N)NOC
* frontier orbital gap: 10.49 eV

Last column: Löwdin charge in e.
Geometry (Å):
H 1.4702 0.4289 -1.3156  0.04
N 0.5605 0.3048 -1.7771  0.14
C -0.2196 -0.3626 -0.9899  -0.37
C -1.6431 -0.6374 -1.3826  -0.05
C 0.3004 -1.0435 0.3343  -0.41
N 1.4912 -1.8161 0.0646  0.05
N 0.7348 -0.0015 1.2260  0.02
O -0.4789 0.8589 1.4492  -0.20
C -0.1185 2.2197 1.2393  -0.11
H -1.9580 0.0500 -2.1718  0.08
H -1.7267 -1.6650 -1.7445  0.08
H -2.2968 -0.5090 -0.5164  0.08
H -0.4903 -1.6734 0.7527  0.14
H 1.3835 -2.3059 -0.8216  0.08
H 2.2617 -1.1654 -0.0643  0.07
H 0.8394 -0.4283 2.1472  0.13
H 0.5972 2.5449 2.0008  0.08
H 0.3115 2.3658 0.2421  0.07
H -1.0185 2.8350 1.3277  0.09



Tell me which of them is the least stable. Sure, it is <a>.



<a>
C4H11N3O | ωB97M-V with the def2-TZVPD basis set

## Properties
* HOMO: -8.0653 eV
* SMILES string: [H]/N=C(/N)[C@@H](O)[C@@H](C)N
* frontier orbital gap: 8.91 eV

Last column: Löwdin charge in e.
Geometry (Å):
H 1.3192 1.4823 1.8337  0.01
N 0.3489 1.2777 2.0686  0.05
C -0.1996 0.4995 1.1759  -0.45
N -1.5667 0.2255 1.4269  0.05
C 0.4788 -0.9000 0.4636  -0.28
O -0.4174 -1.9921 0.4513  -0.05
C 0.8079 -0.3695 -0.8826  -0.24
C -0.0805 -0.5913 -2.0803  -0.07
N 0.6889 1.2947 -0.5201  0.04
H -2.1158 1.0687 1.5614  0.09
H -1.6473 -0.3416 2.2669  0.10
H 1.3493 -1.1509 1.0713  0.14
H -1.3173 -1.6208 0.5313  0.07
H 1.8584 -0.5457 -1.1132  0.12
H -0.1011 -1.6512 -2.3540  0.09
H 0.2799 -0.0266 -2.9447  0.08
H -1.1019 -0.2679 -1.8703  0.08
H -0.1056 1.8169 -0.8810  0.08
H 1.5221 1.7922 -0.2047  0.07



<b>
C4H11N3O | ωB97M-V with the def2-TZVPD basis set

## Properties
* HOMO: -8.8807 eV
* frontier orbital gap: 9.18 eV

Last column: Löwdin charge in e.
Geometry (Å):
C -0.4679 -1.2051 0.9414  -0.18
C 0.8694 -0.5708 1.0631  -0.21
C 1.5047 0.5234 -1.1280  -0.21
C 0.1347 1.1214 -1.4938  -0.21
H -2.8893 -1.6049 1.7408  0.21
H -3.3009 0.2127 0.6814  0.16
H -0.6925 -2.3501 1.0289  0.15
H 1.5954 -1.0996 1.7613  0.13
H 0.7440 0.5421 1.2549  0.12
H 2.5020 -0.8518 -0.0532  0.08
H 2.1389 0.4079 -1.9741  0.09
H 1.9670 1.2729 -0.4645  0.11
H 0.2792 1.6282 -2.4653  0.11
H -0.6051 0.2412 -1.5611  0.12
H -0.8436 1.5546 0.0779  -0.02
N -2.6922 -0.8337 0.6639  -0.10
N -1.4198 -0.3571 0.7044  -0.18
N 1.5215 -0.7282 -0.2913  -0.09
O -0.3455 2.0969 -0.4870  -0.10



Tell me which of them is the least stable. Sure, it is <b>.